Entry 1:
# C4H16N8NaO8S

A structure of composition C4H16N8NaO8S at a distorted geometry (ωB97M-V with the def2-TZVPD basis set, the Open Molecules 2025 dataset).

Last column: Mulliken charge in e.
CARTESIAN COORDINATES (ANGSTROEM)
Na1 -0.7306 0.0930 -0.5717  0.821
S1 -0.0641 -3.4374 -1.6256  1.151
O1 -0.9587 -4.5617 -1.3013  -0.741
O2 1.2396 -3.5647 -0.9151  -0.829
O3 0.1299 -3.2597 -3.0677  -0.718
O4 -0.6758 -2.1630 -1.0631  -0.789
C1 0.8803 1.7017 1.8901  0.528
O5 0.3609 1.7006 0.7646  -0.572
N1 0.0984 1.7136 3.0184  -0.443
N2 2.2056 1.4879 2.0562  -0.291
H1 0.5263 1.9312 3.8993  0.180
H2 -0.8731 1.9292 2.8821  0.249
H3 2.7671 1.2055 1.2337  0.247
H4 2.6457 1.4762 2.9570  0.162
C2 2.5618 -0.5764 -0.6668  0.579
O6 3.4180 0.2931 -0.3906  -0.886
N3 2.3396 -1.6567 0.1196  -0.190
N4 1.7542 -0.5221 -1.7538  -0.253
H5 1.7825 -2.4672 -0.2286  0.372
H6 2.8695 -1.8050 0.9552  0.140
H7 1.0335 -1.2491 -1.8116  0.037
H8 1.7117 0.1772 -2.4677  0.142
C3 -2.5229 -1.6290 1.5955  0.480
O7 -2.6365 -0.6956 0.7927  -0.674
N5 -1.7161 -2.6881 1.3332  -0.234
N6 -3.3772 -1.7703 2.6835  -0.459
H9 -1.8203 -3.5318 1.8628  0.180
H10 -1.2058 -2.6676 0.4359  0.325
H11 -3.1506 -2.4109 3.4220  0.190
H12 -3.8899 -0.9550 2.9657  0.248
C4 -0.8041 3.0156 -2.3277  0.529
O8 -1.4124 1.9822 -2.0890  -0.577
N7 -1.1222 3.8206 -3.3971  -0.428
N8 0.1697 3.4889 -1.4893  -0.270
H13 -0.6593 4.7079 -3.4326  0.147
H14 -1.9435 3.6031 -3.9250  0.247
H15 0.5299 4.4204 -1.5599  0.172
H16 0.5388 2.8634 -0.7835  0.228

The calculation puts the gap between HOMO and LUMO at 6.05 eV. As for the charge: -1. The HOMO energy is -4.28 eV. As for the LUMO energy: 1.8 eV. The calculation puts the total energy at -1762.82599 a.u.


Entry 2:
# C14H23O2PS2

An isolated molecule of C14H23O2PS2 at a distorted geometry (ωB97M-V with the def2-TZVPD basis set, the Open Molecules 2025 dataset).

Last column: Mulliken charge in e.
CARTESIAN COORDINATES (ANGSTROEM)
C1 3.6998 2.9974 -2.3890  -1.333
C2 2.2274 3.1278 -2.0680  -0.075
O1 1.7622 1.8280 -1.7282  -0.300
P1 0.2214 1.9372 -1.1527  0.932
O2 0.1805 2.8981 -0.0145  -0.755
S1 -0.3232 -0.0111 -0.6103  -0.302
C3 0.1753 0.1269 1.1425  -0.659
C4 0.1560 -1.2478 1.7770  -0.789
C5 -1.1788 -1.6336 2.3418  -0.615
C6 -1.2563 -3.1767 2.5717  -0.793
S2 -0.3253 -3.6291 4.0865  -0.203
C7 0.0073 -5.4243 3.8785  -0.313
C8 0.7708 -5.9601 5.0891  -1.206
C9 -0.8757 2.5496 -2.4519  0.188
C10 -1.0425 1.7419 -3.6095  -0.383
C11 -1.8380 2.1523 -4.6361  -0.567
C12 -2.5460 3.3849 -4.5278  -0.465
C13 -2.3549 4.1578 -3.3807  -0.362
C14 -1.5351 3.7742 -2.3277  -0.165
H1 4.2486 2.6371 -1.5072  0.316
H2 3.9181 2.3010 -3.2032  0.318
H3 4.1227 3.9627 -2.7118  0.381
H4 1.6755 3.5030 -2.9752  0.271
H5 2.0613 3.8476 -1.2630  0.345
H6 -0.4985 0.7682 1.6852  0.410
H7 1.1994 0.5892 1.1818  0.460
H8 0.8978 -1.3315 2.5752  0.412
H9 0.4673 -1.9940 1.0380  0.320
H10 -1.4088 -1.0821 3.2721  0.287
H11 -1.9443 -1.3543 1.6333  0.419
H12 -2.2790 -3.4772 2.7330  0.442
H13 -0.8556 -3.7183 1.7186  0.409
H14 0.6176 -5.5880 2.9587  0.303
H15 -0.9598 -5.9459 3.7835  0.296
H16 0.8177 -7.0446 5.0329  0.354
H17 0.2511 -5.6680 6.0165  0.317
H18 1.7683 -5.5542 5.1409  0.336
H19 -0.4831 0.7884 -3.6517  0.301
H20 -1.9410 1.5428 -5.5265  0.386
H21 -3.2301 3.7344 -5.3008  0.381
H22 -2.9007 5.1040 -3.2388  0.328
H23 -1.4693 4.3862 -1.3823  0.375

The calculation puts the gap between HOMO and LUMO at 9.10 eV. As for the charge: 0. The HOMO energy is -8.47 eV. As for the LUMO energy: 0.6 eV. The calculation puts the total energy at -1835.52407 a.u.


Entry 3:
# C7H20NO2

A cluster of 3 separate species, C7H20NO2 in total at a distorted geometry (ωB97M-V with the def2-TZVPD basis set, the Open Molecules 2025 dataset).

Last column: Mulliken charge in e.
CARTESIAN COORDINATES (ANGSTROEM)
C1 0.7411 2.3426 1.1712  -1.439
C2 0.0797 1.3256 0.2900  0.178
C3 0.0111 -0.1140 0.8179  -0.997
C4 1.3943 -0.7850 0.6637  -0.705
C5 2.4731 -2.6436 -2.6262  -1.160
C6 2.4801 -2.0686 -1.2380  -0.015
C7 1.5721 -1.2013 -0.8112  -0.304
N1 -1.3733 1.7915 0.0947  -0.108
H1 1.7877 2.1641 1.4099  0.379
H2 0.2375 2.5542 2.1191  0.352
H3 0.7579 3.3228 0.6750  0.434
H4 0.6177 1.2553 -0.6567  0.276
H5 -0.3769 -0.0753 1.8368  0.467
H6 -0.6697 -0.7063 0.2060  0.500
H7 1.5424 -1.6277 1.3311  0.432
H8 2.1558 -0.0348 0.8956  0.274
H9 3.3464 -2.3721 -3.2196  0.303
H10 2.3887 -3.7262 -2.7218  0.319
H11 1.6057 -2.2325 -3.1514  0.289
H12 3.2576 -2.3798 -0.5506  0.366
H13 0.7125 -0.9245 -1.4188  0.176
H14 -1.3498 2.5603 -0.5811  0.421
H15 -1.9270 1.0172 -0.2637  0.204
H16 -1.7316 2.1137 0.9919  0.367
H17 -2.6374 1.3775 3.5273  0.294
H18 -3.1154 0.2948 2.4698  0.282
O1 -2.5761 1.0822 2.6074  -0.584
H19 -3.3124 -1.2470 -1.7295  0.330
H20 -4.4196 -0.6231 -0.7817  0.327
O2 -3.6722 -0.4403 -1.3573  -0.658

The calculation puts the gap between HOMO and LUMO at 9.23 eV. As for the charge: +1. As for the relative energy (zero: lowest compared OMol25 entry of this formula, charge and spin): 0.0 kJ/mol. The HOMO energy is -12.13 eV. As for the LUMO energy: -2.9 eV. The calculation puts the total energy at -483.70031 a.u.


Entry 4:
# C27H32ClGaN3O6

A structure of composition C27H32ClGaN3O6 at a distorted geometry (ωB97M-V with the def2-TZVPD basis set, the Open Molecules 2025 dataset).

Last column: Mulliken charge in e.
CARTESIAN COORDINATES (ANGSTROEM)
Ga1 -0.8890 -0.2894 0.0478  -0.045
Cl1 -2.9975 0.0010 0.5523  -0.401
N1 -0.2114 1.5985 -0.7407  0.429
N2 -0.4163 -2.3337 -0.5280  0.220
C1 -1.0849 2.3901 -1.3730  0.472
C2 -1.0653 -3.1456 -1.3522  0.563
C3 0.8950 2.5196 -0.2738  1.834
C4 0.1826 3.8677 -0.2536  -0.819
C5 2.0309 2.6194 -1.2876  -1.448
C6 1.4492 2.1452 1.0737  -1.993
H1 1.6483 2.7626 -2.3087  0.221
H2 2.6731 1.7324 -1.2517  0.342
H3 2.6413 3.4943 -1.0155  0.408
H4 0.6566 2.2077 1.8190  0.159
H5 2.2413 2.8518 1.3631  0.543
H6 1.8769 1.1382 1.0659  0.180
C7 0.5441 -3.1923 0.2546  1.486
C8 0.4156 -4.5607 -0.4069  -0.805
C9 0.0605 -3.2867 1.6916  -1.450
C10 1.9756 -2.6847 0.1536  -1.688
H7 2.2979 -2.7147 -0.8966  0.444
H8 2.6315 -3.3448 0.7403  0.434
H9 2.0712 -1.6646 0.5441  0.094
H10 -0.9880 -3.6012 1.6926  0.434
H11 0.1303 -2.3217 2.1939  -0.068
H12 0.6601 -4.0358 2.2261  0.498
O1 -0.6527 -4.4084 -1.3726  -0.371
H13 0.1245 -5.3663 0.2834  0.287
H14 1.3038 -4.8800 -0.9630  0.399
O2 -0.8965 3.6932 -1.2169  -0.403
H15 0.7829 4.7201 -0.5887  0.301
H16 -0.2676 4.0843 0.7266  0.389
C11 -2.2180 2.0235 -2.2829  -1.327
C12 -2.1762 -2.8509 -2.3098  -1.099
C13 -1.8525 -1.6153 -3.0851  0.393
H17 -3.0774 -2.7031 -1.6964  0.351
H18 -2.3233 -3.7205 -2.9566  0.361
C14 -2.3172 -0.4172 -2.5806  -1.386
C15 -1.8819 0.7984 -3.0733  0.155
H19 -3.0428 -0.4332 -1.7561  1.090
C16 -1.1669 0.8275 -4.2764  0.988
C17 -0.8125 -0.3887 -4.8672  -0.868
C18 -0.7776 2.1300 -4.9088  -1.570
C19 -1.1164 -1.6175 -4.2751  0.853
H20 -0.2510 -0.3783 -5.8041  0.301
C20 -0.6527 -2.9063 -4.8848  -1.627
H21 -0.2280 -2.7078 -5.8731  0.451
H22 -1.4776 -3.6189 -5.0000  0.310
H23 0.1218 -3.3926 -4.2763  0.236
H24 -1.6308 2.8148 -4.9807  0.308
H25 -0.3980 1.9441 -5.9188  0.456
H26 0.0129 2.6438 -4.3435  0.176
H27 -2.4262 2.8857 -2.9247  0.393
H28 -3.0855 1.8437 -1.6343  0.424
O3 -1.5411 -0.6117 3.2560  -0.607
C21 -0.4867 -0.0731 2.9472  0.057
O4 0.0602 -0.0804 1.7311  0.318
C22 0.3262 0.6219 4.0210  0.142
C23 -0.1029 1.8943 4.4425  0.000
C24 0.4607 2.5004 5.5557  -0.777
C25 1.4590 1.8155 6.2746  -0.234
C26 1.8996 0.5446 5.8657  -0.624
C27 1.3492 -0.0338 4.7286  -0.154
N3 1.8483 2.3009 7.5567  0.811
O5 1.3597 3.3847 7.9587  -0.786
O6 2.6244 1.6021 8.2523  -0.786
H29 -0.8827 2.4078 3.8650  0.429
H30 0.1741 3.5049 5.8676  0.397
H31 2.6932 0.0555 6.4278  0.404
H32 1.7122 -0.9905 4.3590  0.393

The calculation puts the gap between HOMO and LUMO (alpha / beta) at 3.24 / 4.41 eV. As for the charge: -1. The HOMO energy (alpha / beta) is -1.37 / -2.47 eV. As for the LUMO energy (alpha / beta): 1.9 / 1.9 eV. The calculation puts the total energy at -4048.74778 a.u.


Entry 5:
# C4H7N2O2

The ion C4H7N2O2 with charge +1 at a distorted geometry (ωB97M-V with the def2-TZVPD basis set, the Open Molecules 2025 dataset).

Last column: Mulliken charge in e.
CARTESIAN COORDINATES (ANGSTROEM)
N1 -1.9186 0.1340 -0.3794  -0.286
C1 -0.4118 0.3291 -0.7639  -0.797
C2 0.5092 0.9949 0.2191  -0.056
O1 -0.1277 1.4117 1.4137  -0.519
C3 0.6571 -0.4623 -0.0628  0.338
N2 1.7453 -1.3190 -0.3912  -0.209
C4 1.1598 -1.7187 0.6465  0.386
O2 1.0521 -2.5073 1.5119  -0.461
H1 -2.0295 -0.1239 0.5914  0.355
H2 -2.1560 -0.6148 -1.1386  0.400
H3 -2.2513 1.1008 -0.6429  0.395
H4 -0.2612 0.6165 -1.7791  0.414
H5 1.2304 1.7477 0.0608  0.475
H6 0.4426 2.0080 1.8515  0.331
H7 2.3596 -1.5968 -1.1372  0.235

The calculation puts the gap between HOMO and LUMO at 9.66 eV. As for the charge: +1. As for the relative energy (zero: lowest compared OMol25 entry of this formula, charge and spin): 383.1 kJ/mol. The HOMO energy is -13.57 eV. As for the LUMO energy: -3.9 eV. The calculation puts the total energy at -416.21383 a.u.


charge of number 4 (C27H32ClGaN3O6)? -1